(one)
{
  "formula": "C6H9N",
  "method": "ωB97M-V/def2-TZVPD",
  "symbols": ["C", "C", "C", "C", "C", "C", "N", "H", "H", "H", "H", "H", "H", "H", "H", "H"],
  "positions_angstrom": [[1.76, -0.52, -0.06], [-0.01, 0.26, 1.39], [0.31, -0.55, 0.06], [0.16, 0.92, 0.11], [-0.54, -1.60, -0.46], [-0.82, 1.78, -0.58], [2.30, 0.58, -0.08], [2.33, -1.39, -0.22], [-1.09, 0.03, 1.54], [0.80, 0.08, 2.09], [-1.10, -1.98, 0.35], [0.18, -2.46, -0.80], [-1.29, -1.42, -1.28], [-0.59, 2.79, -0.12], [-1.89, 1.42, -0.33], [-0.50, 2.05, -1.62]],
  "homo_lumo_gap_ev": [8.0, 8.5],
  "spin_multiplicity": 3,
  "e_homo_ev": [-7.1, -9.3]
}

=====

(two)
{
  "formula": "C6H9N",
  "method": "ωB97M-V/def2-TZVPD",
  "symbols": ["C", "C", "C", "C", "C", "C", "N", "H", "H", "H", "H", "H", "H", "H", "H", "H"],
  "positions_angstrom": [[1.70, 2.53, 0.61], [1.05, 1.75, -0.25], [0.98, 1.40, 1.21], [-0.93, -1.37, -1.32], [-0.13, -1.13, -0.07], [-1.15, -0.85, 0.90], [0.73, 0.75, 2.18], [2.16, 3.41, 0.83], [1.07, 1.54, -1.30], [-1.45, -2.39, -1.22], [-1.54, -0.48, -1.57], [-0.24, -1.65, -2.21], [0.44, -0.22, -0.28], [0.55, -1.96, 0.21], [-1.77, 0.08, 0.52], [-1.46, -1.40, 1.74]],
  "homo_lumo_gap_ev": [7.5, 9.3],
  "spin_multiplicity": 3,
  "e_homo_ev": [-7.0, -10.0]
}

=====

Bottom line: (one), by a margin of 0.0398 hartree.